Below is C46H51Cl2CsN8O5Se as an isolated structure, with properties calculated with ωB97M-V/def2-TZVPD.

The molar mass comes out at 1078.74 g/mol. As for the charge: -2. The gap between HOMO and LUMO is 0.196 Ha. As for the HOMO energy: -1.950 eV. Its LUMO energy is 3.371 eV. For the energy, the calculation gives -5939.90095 a.u.

```
114
Properties=species:S:1:pos:R:3:lowdin_charge:R:1
Cs -0.61 0.31 0.46 1.20
C -2.08 0.20 -4.74 -0.04
O -0.82 0.82 -4.52 -0.05
C 0.13 0.05 -3.93 -0.59
O 0.05 -1.15 -3.77 0.04
N 1.18 0.80 -3.57 0.01
N 2.32 0.20 -2.98 0.06
H -2.32 0.26 -5.80 0.08
H -2.84 0.75 -4.17 0.08
H -2.05 -0.84 -4.42 0.09
H 1.16 1.81 -3.60 0.05
H 1.95 -0.49 -2.31 0.07
H 2.75 0.96 -2.45 0.01
O 1.20 0.94 2.39 -0.32
C 1.25 1.27 3.61 -0.42
C 2.25 0.82 4.51 -0.03
C 2.32 1.27 5.81 -0.14
C 1.40 2.19 6.32 -0.15
C 0.38 2.62 5.48 -0.09
C 0.27 2.18 4.17 -0.11
C -0.89 2.64 3.38 -0.31
N -1.78 1.91 2.74 0.02
C -2.71 2.77 2.20 -0.16
C -2.38 4.05 2.53 -0.11
N -1.23 3.96 3.28 0.10
H 2.97 0.10 4.14 0.10
H 3.12 0.90 6.45 0.09
H 1.47 2.54 7.34 0.07
H -0.38 3.30 5.87 0.10
H -3.53 2.42 1.61 0.10
H -2.83 5.00 2.30 0.10
H -0.67 4.72 3.63 0.15
C -1.79 -5.52 5.85 -0.05
C -0.59 -4.56 5.88 -0.56
C 0.72 -5.37 5.86 -0.05
C -0.63 -3.77 7.19 -0.07
C -0.65 -3.65 4.66 -0.16
C -0.83 -2.27 4.75 0.01
C -0.87 -1.52 3.58 -0.10
N -0.74 -2.07 2.39 0.06
C -0.56 -3.37 2.26 -0.19
C -0.52 -4.20 3.39 0.03
C -0.44 -3.89 0.87 -0.19
C -0.57 -5.25 0.59 0.03
C -0.46 -5.72 -0.71 -0.17
C -0.21 -4.77 -1.69 0.01
C -0.10 -3.43 -1.34 -0.09
N -0.21 -2.99 -0.10 0.12
C -0.62 -7.21 -1.00 -0.56
C 0.46 -7.99 -0.25 -0.05
C -0.50 -7.52 -2.49 -0.07
C -2.00 -7.67 -0.52 -0.05
H -1.76 -6.18 6.72 0.08
H -1.78 -6.13 4.95 0.08
H -2.72 -4.96 5.86 0.09
H 0.78 -6.01 6.74 0.08
H 1.58 -4.71 5.84 0.09
H 0.77 -6.01 4.98 0.07
H -0.55 -4.46 8.03 0.08
H -1.57 -3.22 7.30 0.08
H 0.19 -3.06 7.26 0.09
H -0.92 -1.77 5.70 0.10
H -1.01 -0.44 3.61 0.09
H -0.36 -5.26 3.27 0.10
H -0.78 -5.94 1.40 0.10
H -0.11 -5.04 -2.74 0.10
H 0.07 -2.68 -2.10 0.09
H 1.46 -7.67 -0.57 0.09
H 0.36 -9.06 -0.44 0.08
H 0.40 -7.82 0.83 0.08
H 0.49 -7.25 -2.88 0.09
H -1.25 -6.99 -3.08 0.09
H -0.64 -8.59 -2.65 0.08
H -2.12 -7.53 0.55 0.07
H -2.14 -8.73 -0.74 0.08
H -2.79 -7.11 -1.02 0.09
Cl -5.76 -0.69 -0.59 0.63
C -5.00 0.72 -1.27 -0.61
C -5.83 1.68 -1.84 -0.17
C -5.30 2.81 -2.40 -0.64
Cl -6.37 4.00 -3.10 0.61
C -3.90 3.03 -2.40 -0.20
C -3.29 4.18 -2.95 -0.05
C -1.93 4.33 -2.88 -0.05
C -1.17 3.32 -2.27 -0.15
N -1.70 2.23 -1.77 0.07
C -3.04 2.05 -1.84 -0.17
C -3.59 0.79 -1.25 -0.48
O -2.85 -0.11 -0.79 -0.34
H -6.90 1.53 -1.83 0.09
H -3.91 4.94 -3.41 0.07
H -1.43 5.19 -3.29 0.10
H -0.09 3.43 -2.19 0.06
C 4.64 -1.26 -0.80 -0.02
C 3.48 -1.17 0.18 -0.62
N 3.34 0.03 0.77 0.18
O 2.78 -2.14 0.42 0.01
H 4.83 -0.32 -1.31 0.06
H 4.41 -2.02 -1.54 0.08
H 5.55 -1.55 -0.27 0.07
H 3.93 0.78 0.47 0.09
H 2.55 0.30 1.38 0.05
Se 2.91 3.74 -2.86 0.44
C 3.75 4.10 -1.20 -0.76
C 5.08 3.74 -0.97 -0.18
C 5.70 4.01 0.24 -0.13
C 5.02 4.64 1.26 -0.14
C 3.69 5.00 1.05 -0.12
C 3.07 4.73 -0.16 -0.16
H 5.63 3.25 -1.77 0.08
H 6.74 3.71 0.38 0.09
H 5.50 4.84 2.21 0.08
H 3.12 5.48 1.84 0.09
H 2.03 5.01 -0.30 0.08
```

=====

Below is a 2-piece molecular cluster, C2H8N3O2 overall, with properties calculated with ωB97M-V/def2-TZVPD.

The molar mass comes out at 106.10 g/mol. As for the charge: +1. The value obtained for the energy above the lowest of the compared OMol25 structures with the same formula, charge and spin is 9.113 eV. The gap between HOMO and LUMO (alpha / beta) is 0.290 / 0.288 Ha. As for the HOMO energy (alpha / beta): -13.113 / -12.749 eV. Its LUMO energy (alpha / beta) is -5.212 / -4.923 eV. For the energy, the calculation gives -395.22244 a.u.

```
15
Properties=species:S:1:pos:R:3:nbo_charge:R:1
C -1.08 -0.62 -1.20 -0.44
C 1.08 -1.44 -0.23 -0.48
N 0.11 2.32 0.91 -0.02
N -0.08 -0.62 -0.09 -0.04
N -0.28 0.12 0.90 0.28
O -0.21 3.04 -0.06 -0.40
O 0.49 -0.26 1.94 -0.48
H -0.60 -0.15 -2.17 0.26
H -0.99 -1.67 -1.52 0.24
H -2.10 -0.37 -0.96 0.27
H 1.37 -1.49 -1.26 0.26
H 1.89 -0.78 0.33 0.26
H 1.01 -2.25 0.47 0.27
H -0.95 3.73 0.24 0.48
H 0.34 0.42 2.68 0.54
```

=====

Below is C42H58N3O2P2SSi3Sr as an isolated structure, with properties calculated with ωB97M-V/def2-TZVPD.

The molar mass comes out at 902.84 g/mol. As for the charge: +1. The value obtained for the energy above the lowest of the compared OMol25 structures with the same formula, charge and spin is 7.647 eV. The gap between HOMO and LUMO is 0.223 Ha. As for the HOMO energy: -9.116 eV. Its LUMO energy is -3.057 eV. For the energy, the calculation gives -3929.94914 a.u.

```
112
Properties=species:S:1:pos:R:3:lowdin_charge:R:1
Sr 0.02 -0.24 0.11 1.37
O 2.34 -1.05 -0.03 -0.47
P 2.14 -0.54 -1.44 0.68
C 1.14 1.32 -1.23 -0.35
P -0.74 1.38 -1.93 0.77
O -1.76 0.45 -1.30 -0.42
C -0.81 1.98 -3.66 -0.31
C -2.10 2.06 -4.17 -0.06
C -2.30 2.59 -5.43 -0.05
C -1.21 3.03 -6.18 -0.06
C 0.07 2.95 -5.66 -0.06
C 0.27 2.42 -4.39 -0.10
C -1.03 3.05 -1.23 -0.28
C -0.25 4.14 -1.62 -0.09
C -0.30 5.33 -0.91 -0.07
C -1.15 5.45 0.18 -0.06
C -1.93 4.38 0.57 -0.07
C -1.85 3.17 -0.12 -0.10
C 0.40 -1.22 -2.16 -0.49
C -0.34 -2.33 -1.67 -0.16
C -1.47 -2.67 -2.39 -0.03
C -1.76 -2.05 -3.60 -0.03
C -0.87 -1.17 -4.19 -0.04
C 0.21 -0.72 -3.45 -0.19
C 3.58 0.24 -2.21 -0.36
C 3.72 0.35 -3.60 -0.11
C 4.49 1.37 -4.14 -0.06
C 5.11 2.30 -3.32 -0.05
C 4.97 2.20 -1.94 -0.05
C 4.20 1.19 -1.39 -0.09
H 1.66 2.12 -1.76 0.04
H 1.12 1.67 -0.15 0.05
H -2.95 1.70 -3.59 0.12
H -3.30 2.66 -5.84 0.11
H -1.37 3.43 -7.17 0.11
H 0.92 3.29 -6.24 0.11
H 1.29 2.34 -4.00 0.10
H 0.41 4.09 -2.48 0.10
H 0.33 6.16 -1.21 0.11
H -1.20 6.39 0.72 0.11
H -2.59 4.46 1.43 0.11
H -2.41 2.32 0.24 0.06
H 0.10 -2.93 -0.86 0.11
H -2.13 -3.45 -2.02 0.13
H -2.66 -2.33 -4.13 0.12
H -1.02 -0.84 -5.21 0.13
H 1.01 -0.10 -3.83 0.09
H 3.23 -0.36 -4.25 0.08
H 4.58 1.44 -5.22 0.12
H 5.68 3.11 -3.75 0.11
H 5.43 2.94 -1.29 0.12
H 4.02 1.18 -0.32 0.12
C 1.49 0.75 3.26 -0.18
Si -0.36 0.52 3.72 0.35
C -1.04 2.21 3.23 -0.17
C -0.53 0.27 5.57 -0.17
C -1.10 -0.79 2.64 -0.55
Si -0.47 -2.50 3.03 0.35
C -1.07 -3.75 1.72 -0.17
C -0.79 -3.29 4.71 -0.17
C 1.41 -2.57 2.79 -0.18
Si -2.95 -0.83 2.66 0.45
C -3.71 -1.71 4.14 -0.17
C -3.63 -1.67 1.10 -0.17
C -3.92 0.82 2.63 -0.31
C -4.70 1.24 3.72 -0.07
C -5.50 2.36 3.62 -0.06
C -5.53 3.05 2.42 -0.06
C -4.73 2.58 1.38 -0.16
N -3.95 1.51 1.47 0.05
H 1.79 1.78 3.44 0.03
H 1.64 0.54 2.19 -0.02
H 2.18 0.10 3.80 0.02
H -0.40 3.02 3.56 0.04
H -2.06 2.41 3.58 0.03
H -1.09 2.24 2.13 0.00
H -0.19 1.14 6.13 0.03
H 0.05 -0.59 5.91 0.02
H -1.57 0.08 5.84 0.03
H -2.09 -4.10 1.87 0.03
H -0.40 -4.62 1.69 0.03
H -1.05 -3.27 0.74 -0.02
H -1.71 -3.87 4.73 0.02
H -0.85 -2.55 5.52 0.02
H 0.03 -3.97 4.95 0.03
H 1.71 -2.13 1.84 -0.02
H 1.74 -3.62 2.79 0.03
H 1.96 -2.05 3.57 0.02
H -3.27 -2.70 4.29 0.00
H -4.79 -1.86 4.00 0.04
H -3.56 -1.16 5.07 0.03
H -3.69 -2.76 1.21 0.02
H -2.99 -1.45 0.24 0.00
H -4.63 -1.30 0.85 0.03
H -4.69 0.67 4.64 0.09
H -6.11 2.68 4.45 0.11
H -6.14 3.93 2.28 0.10
H -4.73 3.09 0.42 0.11
C 5.63 -3.04 -0.09 -0.04
N 4.89 -2.84 -1.34 0.00
C 3.82 -3.50 -1.78 -0.74
S 2.76 -2.73 -2.91 0.78
N 3.49 -4.73 -1.39 -0.02
C 4.22 -5.70 -0.59 -0.05
H 6.47 -2.35 -0.10 0.10
H 6.04 -4.04 -0.02 0.07
H 5.01 -2.83 0.78 0.10
H 4.91 -1.89 -1.67 0.09
H 2.63 -5.05 -1.81 0.11
H 4.30 -5.38 0.45 0.09
H 5.21 -5.88 -1.00 0.09
H 3.66 -6.63 -0.62 0.09
```

=====

Below is C5H3O6Sc as an isolated structure, with properties calculated with ωB97M-V/def2-TZVPD.

The molar mass comes out at 204.03 g/mol. As for the charge: +2. The value obtained for the energy above the lowest of the compared OMol25 structures with the same formula, charge and spin is 0.000 eV. The gap between HOMO and LUMO (alpha / beta) is 0.239 / 0.244 Ha. As for the HOMO energy (alpha / beta): -17.593 / -17.673 eV. Its LUMO energy (alpha / beta) is -11.095 / -11.030 eV. For the energy, the calculation gives -1403.68298 a.u.

```
15
Properties=species:S:1:pos:R:3:nbo_charge:R:1
O 1.37 2.59 2.34 -0.35
C 1.32 1.64 1.69 0.48
Sc 0.28 -0.74 -0.07 1.15
O -2.20 0.64 1.70 -0.29
C -1.30 0.17 1.14 0.43
C -1.34 -1.05 -1.33 0.40
O -2.34 -1.09 -1.92 -0.25
C 0.64 0.94 -1.69 0.31
O 0.70 1.43 -2.79 -0.26
C -0.47 1.53 -0.65 0.37
O -1.02 2.58 -0.60 -0.24
H 1.49 0.09 -1.14 0.09
O 0.91 -2.57 0.92 -0.96
H 1.35 -2.68 1.77 0.56
H 0.60 -3.47 0.66 0.56
```

=====

Below is a 2-piece molecular cluster, C2H4N2O overall, with properties calculated with ωB97M-V/def2-TZVPD.

The molar mass comes out at 72.07 g/mol. As for the charge: 0. The value obtained for the energy above the lowest of the compared OMol25 structures with the same formula, charge and spin is 1.074 eV. The gap between HOMO and LUMO is 0.394 Ha. As for the HOMO energy: -9.808 eV. Its LUMO energy is 0.913 eV. For the energy, the calculation gives -263.32380 a.u.

```
9
Properties=species:S:1:pos:R:3:nbo_charge:R:1
N 0.53 -2.15 1.08 -0.71
C 0.65 -1.89 -0.05 0.27
N 0.39 0.97 -0.76 -0.83
C -0.89 1.26 -0.42 0.52
O -1.24 2.24 0.21 -0.61
H 0.44 -2.47 2.03 0.45
H 0.62 0.02 -1.01 0.40
H 1.12 1.50 -0.29 0.39
H -1.62 0.50 -0.78 0.10
```